[1]
The following is a quantum chemistry calculation of a 14-piece molecular cluster, C16H60N14O14 overall in a non-equilibrium geometry, from the OMol25 dataset.

Values from the calculation:
* E_LUMO: -0.71 eV
* charge: 0
* Kohn-Sham gap: 0.3026 hartree
* energy above the lowest of the compared OMol25 structures with the same formula, charge and spin: 258.9 kcal/mol
* E: -67085.1447 eV

```
104
Properties=species:S:1:pos:R:3:lowdin_charge:R:1
C 3.03194 -0.71564 0.07612 -0.0571
C 3.97094 -1.54064 0.87112 -0.2688
O 3.99594 -1.03564 2.17912 -0.1158
H 3.26994 0.40936 0.06312 0.1099
H 2.05094 -0.92264 0.36812 0.0387
H 3.09494 -0.92864 -0.90288 0.0358
H 4.97894 -1.49264 0.53212 0.1176
H 3.58494 -2.51964 0.95412 0.0980
H 4.09994 -1.78264 2.81012 0.1113
C -2.93306 -3.75264 0.72712 -0.0935
C -2.43006 -3.37164 -0.60088 -0.2879
O -1.08306 -3.88164 -0.73688 -0.1122
H -2.17106 -3.70664 1.50412 0.0624
H -3.12606 -4.85964 0.72912 0.1009
H -3.79006 -3.35864 1.17012 0.0406
H -2.30906 -2.29264 -0.61588 0.0735
H -3.18006 -3.60364 -1.33188 0.1068
H -1.06606 -4.45664 -1.53288 0.1136
C 0.67894 -0.04164 5.03612 -0.6161
O 0.47094 0.14236 6.41012 -0.1079
N 1.80394 -0.45964 4.57812 0.1069
N -0.22806 0.03036 4.15212 0.1542
H 2.58794 -0.38264 5.24112 0.1548
H 2.14994 0.10936 3.73212 0.0938
H -1.19506 -0.04064 4.45912 0.1343
H -0.01306 -0.30964 3.22812 0.0809
C 3.22394 2.14836 2.97412 -0.5992
O 2.89694 3.41136 3.57012 -0.1391
N 2.33394 1.31436 2.55312 0.1087
N 4.42594 1.71836 2.88112 0.1881
H 1.40994 1.77636 2.54812 0.0517
H 2.50594 0.67436 1.76212 0.0832
H 5.23194 2.36036 3.13912 0.1721
H 4.58194 0.80136 2.55212 0.0619
C -0.63206 2.97736 2.01512 -0.5849
O -0.43706 4.23536 1.49512 -0.0917
N -1.47306 2.10236 1.59812 0.1969
N 0.02694 2.49936 3.09012 0.1115
H -1.73706 1.22736 2.11212 0.1123
H -2.01006 2.37836 0.79112 0.0564
H 0.71994 3.17236 3.50412 0.1266
H -0.22306 1.63736 3.65812 0.0845
C -2.11006 3.26736 -1.57688 -0.5605
O -3.05406 3.15836 -0.54788 -0.1081
N -0.84306 3.22236 -1.35388 0.1819
N -2.42306 3.09436 -2.83088 0.1654
H -0.60306 3.39536 -0.34088 0.1023
H -0.14706 3.39036 -2.05888 0.0905
H -3.43806 3.22836 -3.06588 0.1756
H -1.76206 3.07736 -3.55888 0.0256
C 0.62594 -2.81064 2.20212 -0.5856
O -0.31406 -1.82164 1.99712 -0.1258
N 1.57794 -2.66764 3.04912 0.1464
N 0.73294 -3.97064 1.51712 0.1361
H 1.66594 -1.80864 3.70712 0.0722
H 2.38394 -3.26464 3.21512 0.1176
H 0.06094 -4.01664 0.66512 0.1003
H 1.64094 -4.54064 1.46212 0.1436
C -2.28906 -2.54764 -4.01788 -0.6773
O -3.60906 -2.93664 -3.73388 -0.1514
N -1.56706 -1.73264 -3.38488 0.1949
N -1.64406 -3.24864 -4.85688 0.1333
H -2.09706 -1.01164 -2.82088 0.0872
H -0.56506 -1.84264 -3.39188 0.0546
H -0.81706 -3.07064 -5.57688 0.1918
H -2.26106 -3.98264 -5.12788 0.0959
C 0.65994 3.60836 -4.28988 -0.6303
O 1.24594 4.84736 -4.54188 -0.1067
N -0.48506 3.20536 -4.73688 0.1043
N 1.15694 2.67136 -3.54188 0.1505
H -0.99806 3.87136 -5.33188 0.1518
H -0.77206 2.18736 -4.80188 0.1721
H 1.98394 2.99236 -2.96288 0.1245
H 0.71094 1.80936 -3.22988 0.0916
C -3.80906 -0.04964 -1.60088 -0.1237
O -2.96606 0.35836 -2.59888 -0.1160
H -4.75106 0.29936 -1.85488 0.0851
H -3.54406 0.51036 -0.76788 0.0420
H -3.69606 -1.08464 -1.41788 0.0643
H -2.74106 1.25036 -2.45488 0.0074
C -3.42006 -0.63664 1.99512 -0.1892
O -3.19806 -0.02464 3.21412 -0.1170
H -3.88506 0.03536 1.31412 0.0657
H -4.09406 -1.50564 2.12612 0.0916
H -2.44306 -0.93964 1.55512 0.0628
H -2.90006 -0.83064 3.70112 0.1022
C 1.44594 -2.43564 -2.81788 -0.1450
O 1.14794 -1.15064 -3.36988 -0.1347
H 0.59494 -2.94164 -2.35288 0.0615
H 2.18194 -2.30164 -2.06888 0.0403
H 1.97694 -3.18964 -3.41888 0.0973
H 0.87794 -0.57564 -2.60788 0.0464
C 2.14194 3.29236 -0.13488 -0.1236
O 2.70994 2.71436 -1.26588 -0.1438
H 1.67994 2.52136 0.42012 0.0454
H 1.57994 4.09836 -0.44388 0.0681
H 3.00994 3.67836 0.37912 0.1024
H 3.47294 2.16636 -0.99088 0.0920
C -0.07406 -0.07064 -0.52688 -0.1740
O -0.00706 0.65836 -1.67888 -0.1306
H 0.20394 -1.07964 -0.45488 0.0548
H -1.12806 -0.09464 -0.31688 0.0705
H 0.36194 0.45536 0.38012 0.0923
H -0.46706 1.45036 -1.41688 0.0271
```


[2]
The following is a quantum chemistry calculation of a 14-piece molecular cluster, C16H60N14O14 overall in a non-equilibrium geometry, from the OMol25 dataset.

Values from the calculation:
* E_LUMO: -1.08 eV
* charge: 0
* Kohn-Sham gap: 0.2495 hartree
* energy above the lowest of the compared OMol25 structures with the same formula, charge and spin: 183.9 kcal/mol
* E: -67088.3958 eV

```
104
Properties=species:S:1:pos:R:3:lowdin_charge:R:1
C 24.75903 -18.96480 -8.42718 -0.0756
C 25.29917 -18.41198 -7.13149 -0.3653
O 25.80370 -17.17071 -7.35519 -0.0674
H 23.77796 -18.54403 -8.74554 0.0649
H 24.71299 -20.07227 -8.27323 0.0830
H 25.53198 -18.84282 -9.28869 0.1165
H 26.16997 -19.04869 -6.83049 0.1295
H 24.54700 -18.46018 -6.32612 0.1109
H 25.99549 -16.77374 -6.50178 0.1120
C 24.17543 -18.03584 -11.90201 -0.0388
C 23.23676 -16.85422 -11.87963 -0.3096
O 22.99850 -16.40400 -10.57964 -0.1506
H 25.16458 -17.83388 -11.48716 0.0590
H 24.32621 -18.49439 -12.89497 0.0972
H 23.78689 -18.90235 -11.28952 0.0691
H 22.26622 -17.09280 -12.29966 0.0805
H 23.68777 -15.98824 -12.40901 0.1128
H 22.53639 -15.54950 -10.76072 0.0587
C 20.36685 -18.52762 -9.06947 -0.6128
O 19.44101 -19.52919 -9.11638 -0.0658
N 20.96642 -18.16819 -10.16966 0.1525
N 20.70281 -17.82400 -8.01551 0.1320
H 20.80935 -18.92103 -10.85397 0.0658
H 21.85353 -17.69642 -10.19365 0.0609
H 20.10696 -18.08311 -7.19901 0.1584
H 21.65284 -17.39123 -7.78950 0.0947
C 21.72526 -16.06586 -15.35663 -0.5753
O 22.50599 -17.23038 -15.35454 -0.0901
N 22.14832 -14.88018 -14.99504 0.1365
N 20.49694 -16.05956 -15.77274 0.1847
H 23.13968 -14.87995 -14.65270 0.0939
H 21.99802 -14.03332 -15.54441 0.1569
H 20.03287 -16.93085 -16.03077 0.1435
H 19.86164 -15.32559 -15.49271 0.0909
C 20.81917 -20.09217 -12.95550 -0.6584
O 21.62488 -21.05268 -13.56117 -0.1600
N 20.80572 -18.89276 -13.37226 0.1655
N 20.11187 -20.28973 -11.87425 0.1175
H 21.42188 -18.74999 -14.17942 0.0927
H 20.32935 -18.01928 -13.08721 0.0577
H 19.99315 -21.29857 -11.45801 0.1897
H 19.30189 -19.59613 -11.72223 0.0739
C 20.27930 -13.96696 -12.17612 -0.6084
O 21.39128 -14.32584 -11.49072 -0.0498
N 20.10518 -14.25765 -13.45570 0.1020
N 19.24182 -13.37941 -11.65925 0.1457
H 20.94447 -14.61860 -14.04205 0.0555
H 19.41178 -13.73657 -14.01646 0.1336
H 19.45808 -12.94835 -10.73638 0.1633
H 18.67471 -12.74522 -12.21100 0.1391
C 25.23999 -12.14239 -11.52754 -0.5759
O 26.17655 -12.93433 -12.16581 -0.1134
N 25.07034 -10.87304 -11.87789 0.1399
N 24.39326 -12.49165 -10.60369 0.1686
H 25.67532 -10.56064 -12.62175 0.1096
H 24.30971 -10.23157 -11.60625 0.1247
H 24.48341 -13.47321 -10.40488 0.0674
H 23.42837 -12.02860 -10.61884 0.1566
C 18.27927 -17.41278 -12.38699 -0.6027
O 17.91865 -18.60143 -11.84588 -0.0491
N 17.47368 -16.74049 -13.18639 0.1756
N 19.41210 -16.79683 -12.20181 0.1307
H 16.62873 -17.18431 -13.54687 0.1321
H 17.63027 -15.79275 -13.42516 0.0775
H 19.88718 -16.99668 -11.28581 0.1093
H 19.69823 -15.97034 -12.76043 0.0749
C 18.31667 -15.63780 -8.96692 -0.6499
O 17.60556 -16.32689 -8.01015 -0.1230
N 17.74374 -15.05261 -9.99284 0.1357
N 19.59759 -15.48033 -8.92520 0.1556
H 16.82574 -15.47313 -10.18292 0.1265
H 18.27788 -14.61977 -10.75410 0.0358
H 20.11016 -16.28109 -8.41893 0.0805
H 20.20900 -14.98430 -9.61137 0.0846
C 22.82689 -16.26601 -6.39193 -0.0970
O 23.26364 -16.22962 -7.79735 -0.1786
H 22.54832 -17.34807 -6.02949 0.1103
H 22.01270 -15.57099 -6.17842 0.0937
H 23.72596 -16.03472 -5.72725 0.1051
H 24.18652 -16.43290 -7.84816 0.0237
C 26.65482 -15.51329 -10.39023 -0.1109
O 25.41530 -15.08948 -9.77476 -0.1360
H 26.91457 -16.41740 -9.89224 0.0511
H 27.51870 -14.96567 -10.06971 0.0797
H 26.60966 -15.69178 -11.46055 0.0672
H 24.73104 -15.71244 -10.03892 0.0307
C 25.47011 -15.43392 -14.51667 -0.1347
O 24.67765 -14.39373 -14.03852 -0.1400
H 26.05628 -15.91539 -13.76037 0.0678
H 26.19416 -14.98927 -15.13427 0.0673
H 24.84738 -16.16504 -15.11714 0.1019
H 25.23800 -13.83281 -13.57160 0.0039
C 22.79271 -21.16713 -10.29140 -0.1868
O 22.25714 -22.14485 -9.41511 -0.1258
H 23.87825 -21.08247 -10.11838 0.0638
H 22.42308 -20.20215 -10.00676 0.0345
H 22.65707 -21.55304 -11.31364 0.0838
H 22.57812 -21.91399 -8.50351 0.0918
C 23.12139 -12.96850 -7.93777 -0.1825
O 22.34254 -13.92733 -8.60036 -0.1497
H 23.04259 -12.98944 -6.91664 0.0371
H 22.87200 -11.87689 -8.23542 0.1048
H 24.18212 -13.13104 -8.18611 0.0702
H 22.61342 -14.80676 -8.27148 0.0091
```